The following is a DFT calculation (wB97M-V/def2-TZVPD) of 7 unconnected molecules or ions with the total composition C21H63O28P7 at a distorted geometry.

Last columns: bonded neighbours and bond lengths (Å).
Element x y z (Å)
1 C -2.15351 0.10652 -1.83582  O2 1.437, H9 1.086, H10 1.092, H11 1.091
2 O -2.95509 -0.59597 -0.87128  C1 1.437, P3 1.591
3 P -2.33781 -0.66738 0.59323  O2 1.591, O4 1.479, O5 1.591, O7 1.590
4 O -0.92398 -1.10099 0.58703  P3 1.479
5 O -2.62702 0.75367 1.24699  P3 1.591, C6 1.431
6 C -1.74473 1.86307 1.04852  O5 1.431, H12 1.088, H13 1.091, H14 1.085
7 O -3.31750 -1.67521 1.33742  P3 1.590, C8 1.424
8 C -3.32041 -1.62744 2.76095  O7 1.424, H15 1.085, H16 1.089, H17 1.099
9 H -2.78376 0.43444 -2.65676  C1 1.086
10 H -1.37394 -0.53516 -2.25160  C1 1.092
11 H -1.63880 0.96296 -1.39822  C1 1.091
12 H -1.78650 2.45693 1.95919  C6 1.088
13 H -2.12847 2.47771 0.23332  C6 1.091
14 H -0.74198 1.52529 0.80677  C6 1.085
15 H -2.39437 -1.30584 3.22620  C8 1.085
16 H -3.69246 -2.54722 3.21045  C8 1.089
17 H -4.09823 -0.92569 3.09328  C8 1.099
18 C 1.41880 0.28023 -0.86695  O19 1.441, H26 1.088, H27 1.088, H28 1.087
19 O 2.73731 0.82469 -1.07101  C18 1.441, P20 1.606
20 P 3.83756 0.02946 -1.92885  O19 1.606, O21 1.471, O22 1.593, O24 1.575
21 O 3.35495 -1.11424 -2.71812  P20 1.471
22 O 5.01256 -0.25882 -0.89221  P20 1.593, C23 1.400
23 C 5.02177 -1.31572 0.02573  O22 1.400, H29 1.095, H30 1.092, H31 1.092
24 O 4.56360 1.14595 -2.77004  P20 1.575, C25 1.415
25 C 4.21925 1.40555 -4.11776  O24 1.415, H32 1.086, H33 1.091, H34 1.092
26 H 1.36310 -0.78816 -0.66815  C18 1.088
27 H 0.89210 0.53205 -1.78525  C18 1.088
28 H 0.99032 0.78309 -0.00382  C18 1.087
29 H 5.39034 -1.04508 1.02107  C23 1.095
30 H 5.71417 -2.11531 -0.24565  C23 1.092
31 H 4.04688 -1.76305 0.22888  C23 1.092
32 H 5.14474 1.55501 -4.66628  C25 1.086
33 H 3.55813 2.26163 -4.26368  C25 1.091
34 H 3.67245 0.58690 -4.59027  C25 1.092
35 C -0.69371 6.32572 -2.12064  O36 1.421, H43 1.097, H44 1.092, H45 1.088
36 O -0.60669 5.52630 -0.94879  C35 1.421, P37 1.604
37 P 0.32231 4.22398 -1.05994  O36 1.604, O38 1.463, O39 1.574, O41 1.598
38 O 0.01418 3.26404 -2.11982  P37 1.463
39 O 0.26664 3.69765 0.42216  P37 1.574, C40 1.413
40 C 0.27816 4.49240 1.59074  O39 1.413, H46 1.092, H47 1.093, H48 1.089
41 O 1.80012 4.81064 -1.22279  P37 1.598, C42 1.408
42 C 2.50533 4.85203 -2.44113  O41 1.408, H49 1.095, H50 1.092, H51 1.090
43 H -1.31487 5.80880 -2.86182  C35 1.097
44 H 0.26955 6.50977 -2.60105  C35 1.092
45 H -1.18558 7.27723 -1.93248  C35 1.088
46 H -0.68330 4.73826 2.04731  C40 1.092
47 H 0.72474 5.47186 1.40341  C40 1.093
48 H 0.87980 3.98565 2.34396  C40 1.089
49 H 3.49961 4.40867 -2.32059  C42 1.095
50 H 2.73162 5.87850 -2.73820  C42 1.092
51 H 2.02324 4.28432 -3.23641  C42 1.090
52 C -5.45352 2.64167 1.04919  O53 1.424, H60 1.087, H61 1.090, H62 1.094
53 O -4.91077 2.98715 -0.22086  C52 1.424, P54 1.609
54 P -5.78220 3.90899 -1.21137  O53 1.609, O55 1.459, O56 1.583, O58 1.609
55 O -6.18195 5.16782 -0.59126  P54 1.459
56 O -6.95194 2.98481 -1.74451  P54 1.583, C57 1.411
57 C -6.76537 1.67777 -2.24255  O56 1.411, H63 1.089, H64 1.092, H65 1.091
58 O -4.80427 4.06502 -2.47958  P54 1.609, C59 1.410
59 C -3.65241 3.27236 -2.65877  O58 1.410, H66 1.091, H67 1.094, H68 1.092
60 H -5.08166 1.66201 1.33951  C52 1.087
61 H -6.54132 2.70818 1.08546  C52 1.090
62 H -5.09668 3.35468 1.79783  C52 1.094
63 H -7.18327 0.93574 -1.56338  C57 1.089
64 H -5.72024 1.44366 -2.45471  C57 1.092
65 H -7.27555 1.53456 -3.19670  C57 1.091
66 H -3.46785 2.62766 -1.79816  C59 1.091
67 H -2.73378 3.86404 -2.70707  C59 1.094
68 H -3.60525 2.62678 -3.53785  C59 1.092
69 C 3.82249 -0.57786 3.30784  O70 1.411, H77 1.092, H78 1.095, H79 1.089
70 O 3.64739 -1.97465 3.40577  C69 1.411, P71 1.596
71 P 3.93057 -2.90205 2.13777  O70 1.596, O72 1.469, O73 1.581, O75 1.606
72 O 5.20594 -2.55475 1.49799  P71 1.469
73 O 3.89604 -4.35986 2.74881  P71 1.581, C74 1.414
74 C 4.47907 -5.41265 2.00647  O73 1.414, H80 1.091, H81 1.088, H82 1.093
75 O 2.61330 -2.84921 1.21985  P71 1.606, C76 1.420
76 C 2.07490 -1.65116 0.67935  O75 1.420, H83 1.094, H84 1.090, H85 1.094
77 H 2.87510 -0.03727 3.35193  C69 1.092
78 H 4.27210 -0.24572 2.36590  C69 1.095
79 H 4.52302 -0.23244 4.06690  C69 1.089
80 H 4.94226 -5.11596 1.06402  C74 1.091
81 H 3.74014 -6.18703 1.80903  C74 1.088
82 H 5.30871 -5.92500 2.49936  C74 1.093
83 H 1.03617 -1.61158 1.02175  C76 1.094
84 H 2.17667 -1.66805 -0.40570  C76 1.090
85 H 2.51537 -0.71255 1.02839  C76 1.094
86 C -2.60464 -3.54465 -2.07020  O87 1.448, H94 1.091, H95 1.090, H96 1.083
87 O -1.42492 -4.06434 -2.72954  C86 1.448, P88 1.606
88 P -0.95111 -3.37793 -4.10170  O87 1.606, O89 1.460, O90 1.606, O92 1.604
89 O -2.01655 -2.88787 -4.97170  P88 1.460
90 O 0.11377 -2.27819 -3.61511  P88 1.606, C91 1.424
91 C 1.06895 -2.69134 -2.64274  O90 1.424, H97 1.092, H98 1.091, H99 1.090
92 O 0.02453 -4.46667 -4.76142  P88 1.604, C93 1.442
93 C -0.39899 -5.23482 -5.90635  O92 1.442, H100 1.087, H101 1.086, H102 1.091
94 H -2.21063 -3.23791 -1.10028  C86 1.091
95 H -3.21271 -4.41389 -1.81981  C86 1.090
96 H -3.15478 -2.78412 -2.61016  C86 1.083
97 H 1.50479 -3.65628 -2.91079  C91 1.092
98 H 0.71328 -2.78123 -1.61497  C91 1.091
99 H 1.87778 -1.96130 -2.66440  C91 1.090
100 H -1.08581 -4.63529 -6.49875  C93 1.087
101 H -0.71750 -6.21516 -5.56333  C93 1.086
102 H 0.50703 -5.35786 -6.50139  C93 1.091
103 C -0.32144 0.24127 4.26695  O104 1.422, H111 1.087, H112 1.093, H113 1.090
104 O -0.14607 -1.16995 4.24851  C103 1.422, P105 1.602
105 P 0.13269 -2.03312 5.56849  O104 1.602, O106 1.471, O107 1.572, O109 1.605
106 O -0.74834 -1.69409 6.69705  P105 1.471
107 O 0.05617 -3.50927 5.03288  P105 1.572, C108 1.436
108 C 0.36370 -3.86929 3.67675  O107 1.436, H114 1.088, H115 1.090, H116 1.088
109 O 1.68315 -1.76752 5.88933  P105 1.605, C110 1.421
110 C 2.20591 -0.68634 6.64856  O109 1.421, H117 1.088, H118 1.092, H119 1.090
111 H 0.55021 0.77621 3.89995  C103 1.087
112 H -0.61349 0.53618 5.27855  C103 1.093
113 H -1.21154 0.44194 3.67014  C103 1.090
114 H -0.47551 -4.45856 3.31433  C108 1.088
115 H 1.27266 -4.47112 3.66571  C108 1.090
116 H 0.54285 -3.02903 3.00868  C108 1.088
117 H 3.00115 -0.21230 6.07638  C110 1.088
118 H 2.67281 -1.09766 7.54544  C110 1.092
119 H 1.40082 -0.01336 6.94301  C110 1.090

SMILES: COP(=O)(OC)OC.COP(=O)(OC)OC.COP(=O)(OC)OC.COP(=O)(OC)OC.COP(=O)(OC)OC.COP(=O)(OC)OC.COP(=O)(OC)OC
HOMO energy in eV: -9.63
Net charge: 0
Relative energy (zero: lowest compared OMol25 entry of this formula, charge and spin) in kcal/mol: 117.8
Spin multiplicity: 1
Energy in a.u.: -5334.6116